Below is C57H40F4InN5O4S5 as an isolated structure, with properties calculated with ωB97M-V/def2-TZVPD.

```
116
Properties=species:S:1:pos:R:3:forces:R:3:mulliken_charge:R:1
In -0.259528 -1.159287 -0.899720 0.5 0.2 0.0 1.9920
C -6.505105 8.276810 -1.846370 -0.1 0.1 0.0 -0.8054
O -5.473824 7.903012 -2.727900 0.0 0.0 0.0 -0.4802
C -4.901866 6.676312 -2.517108 0.1 -0.1 0.0 1.0671
C -3.980445 6.255502 -3.473016 0.0 0.0 -0.1 -0.8002
C -3.382145 5.015996 -3.370892 0.0 0.0 0.0 -0.5878
C -3.690633 4.149826 -2.313070 -0.1 0.4 0.1 -0.2432
C -4.576603 4.615549 -1.337552 0.1 -0.1 -0.1 -0.6216
C -5.180986 5.861036 -1.429683 -0.1 0.1 0.1 -0.7830
C -3.157985 2.801999 -2.165611 0.1 -0.7 0.6 1.2988
C -2.732487 1.999811 -3.242404 -0.2 0.1 -0.3 -0.6338
C -2.861693 2.191087 -4.623929 0.1 -0.1 0.1 -1.2067
C -1.903432 1.414702 -5.234271 0.0 0.1 0.0 -1.6354
C -1.196953 0.673803 -4.249003 -0.4 0.2 0.0 0.7211
N -1.723109 1.023958 -3.031948 -0.1 0.1 -0.3 1.3959
C -0.203611 -0.294540 -4.658545 0.5 -0.6 0.3 1.2110
C -0.090926 -1.559056 -4.096990 -0.4 0.5 -0.2 0.0144
C 0.691563 -2.718040 -4.543257 0.0 -0.3 0.0 -1.0813
C 0.196570 -3.792618 -3.893379 0.2 0.1 -0.2 -0.9908
C -0.861522 -3.310545 -3.004959 -0.7 -0.2 0.3 -0.2487
C -1.749310 -4.021666 -2.210687 0.5 0.1 -0.4 1.0652
C -1.948871 -5.467687 -2.365253 0.0 -0.1 -0.1 -0.5061
C -1.972503 -6.063271 -3.629343 0.0 0.1 0.2 -0.7448
C -2.236303 -7.416176 -3.799460 0.0 -0.1 0.0 -0.6021
C -2.503829 -8.207545 -2.691961 0.0 0.1 -0.1 0.9414
O -2.819154 -9.546992 -2.761239 0.0 0.0 0.1 -0.4725
C -3.111638 -10.059509 -4.036136 0.0 -0.1 0.0 -0.8537
C -2.468328 -7.641899 -1.422783 0.0 -0.1 0.1 -0.7143
C -2.197153 -6.296831 -1.263355 0.1 0.0 0.0 -0.3066
C -2.654568 -3.265684 -1.369282 -0.1 0.3 0.0 -0.1306
N -2.379597 -1.996836 -1.096252 0.0 -0.2 0.2 0.8016
C -3.498857 -1.396583 -0.603773 0.0 0.1 0.1 -0.0414
C -3.596909 -0.003509 -0.562032 0.3 0.1 -0.1 -0.1953
C -4.922602 0.588699 -0.195225 -0.1 0.0 0.0 -0.4143
C -5.326581 0.797433 1.119020 0.0 0.0 0.0 -0.0184
C -6.544506 1.393854 1.396343 -0.1 0.0 0.0 -0.9001
C -7.393335 1.771704 0.362462 0.1 0.0 0.0 0.9740
O -8.556289 2.394998 0.729960 -0.1 0.0 0.1 -0.4772
C -9.440980 2.748505 -0.304830 -0.1 0.1 0.0 -0.8267
C -7.028746 1.516238 -0.951996 -0.1 0.1 -0.1 -0.5531
C -5.800165 0.930523 -1.216664 0.2 0.0 0.0 -0.3736
C -1.353532 0.735879 -1.625404 0.6 -0.7 0.5 -0.5253
C -0.615952 1.951266 -1.039753 -0.1 0.3 0.0 -1.3597
C -1.474852 2.819198 -0.511764 0.0 0.1 -0.1 -1.2481
C -2.859645 2.305603 -0.870252 -0.4 0.2 -0.3 -0.4621
N -2.650585 0.860964 -0.924494 -0.3 0.3 -0.1 0.7232
C -4.530907 -2.378799 -0.485075 -0.1 0.0 0.0 -1.2253
C -3.997882 -3.556562 -0.948972 -0.1 -0.1 -0.1 -1.5820
N -0.916833 -1.941440 -3.103911 0.2 0.1 0.1 -0.1999
C 0.495335 -0.012097 -5.933778 0.0 0.0 -0.1 -0.9120
C 1.232796 1.162784 -6.125160 0.0 0.0 0.0 0.0847
C 1.907491 1.410564 -7.304933 0.0 0.1 0.0 -0.8694
C 1.858546 0.493493 -8.349248 -0.1 0.0 0.1 1.0457
O 2.570266 0.814829 -9.479430 0.0 0.1 0.0 -0.4711
C 2.503307 -0.092383 -10.547996 0.0 -0.1 -0.1 -0.8402
C 1.103981 -0.659920 -8.203882 0.0 0.0 -0.2 -0.6019
C 0.431496 -0.897465 -7.010296 0.0 0.1 0.2 -0.7002
H -6.931274 9.195935 -2.243944 0.0 0.0 0.0 0.2420
H -6.131509 8.466645 -0.835191 0.0 0.0 0.0 0.3072
H -7.287682 7.513093 -1.797085 0.0 0.0 0.0 0.3243
H -3.743647 6.923081 -4.292438 0.0 0.0 0.0 0.4123
H -2.646072 4.713380 -4.104436 0.0 0.0 0.0 0.5772
H -4.795210 3.964338 -0.501527 -0.1 -0.1 0.0 0.4138
H -5.868911 6.167243 -0.651996 0.0 0.0 0.0 0.4000
H -3.595825 2.822066 -5.100973 0.0 0.0 0.0 0.8409
H -1.726731 1.324441 -6.293533 0.0 -0.1 0.0 0.5817
H 1.515457 -2.695588 -5.239107 0.0 0.0 0.0 0.6488
H 0.563807 -4.806394 -3.941052 0.0 0.0 0.0 0.6399
H -1.813171 -5.440196 -4.498483 0.0 0.0 0.0 0.5286
H -2.241839 -7.832720 -4.798190 0.0 0.0 0.0 0.3472
H -2.221625 -10.118330 -4.671891 0.0 0.0 0.0 0.2991
H -3.869702 -9.457935 -4.548276 0.0 0.0 0.0 0.3622
H -3.501449 -11.064650 -3.882234 0.0 0.0 0.0 0.2475
H -2.645820 -8.284037 -0.568316 0.0 0.0 0.0 0.4033
H -2.160474 -5.866858 -0.269844 0.0 0.0 0.0 0.5434
H -4.678115 0.512716 1.936178 0.0 0.0 0.0 0.4565
H -6.854553 1.585488 2.416037 0.0 0.0 0.0 0.4346
H -10.297618 3.218276 0.175082 0.0 0.0 0.0 0.2496
H -9.782683 1.870339 -0.862548 0.0 0.0 0.0 0.3209
H -8.987120 3.459946 -1.002979 0.0 0.0 0.0 0.2927
H -7.667911 1.792101 -1.780322 0.0 0.0 0.0 0.3844
H -5.504409 0.752792 -2.243544 0.0 0.0 0.0 0.4595
H 0.463114 1.985255 -1.041433 0.0 -0.1 0.1 0.8091
H -1.283339 3.766430 -0.027816 0.1 0.0 0.0 0.4784
H -5.536509 -2.200831 -0.132470 0.0 0.0 0.0 0.5773
H -4.497620 -4.508539 -1.044063 0.0 0.0 0.0 0.5632
H 1.284274 1.883891 -5.318448 0.0 0.0 0.0 0.5190
H 2.488340 2.316043 -7.433592 0.0 0.0 0.0 0.3956
H 3.151307 0.305558 -11.326793 0.0 0.0 0.0 0.2440
H 1.485511 -0.185155 -10.942910 0.0 0.0 0.0 0.3246
H 2.858694 -1.088646 -10.265136 0.0 0.0 0.0 0.3242
H 1.005976 -1.373109 -9.012255 0.0 0.0 0.0 0.3609
H -0.174193 -1.788790 -6.917539 0.0 0.0 0.0 0.5338
S 4.859171 -2.969014 3.765982 0.3 0.0 0.3 -0.3842
C 3.602612 -2.827104 2.692639 -0.4 0.1 -0.4 0.0925
S 3.784732 -2.922829 0.980327 -0.2 0.0 0.3 -0.1399
C 2.098390 -2.778296 0.526321 0.2 -0.1 0.2 0.3791
C 1.238701 -2.593234 1.554411 0.2 -0.1 0.2 0.0525
S -0.469785 -2.417094 1.414589 -0.3 0.0 -0.2 -0.5332
S 1.964888 -2.535836 3.148858 0.3 -0.1 -0.3 -0.1091
S 1.671856 -2.907146 -1.139976 0.0 0.0 -0.4 -0.4545
F 1.384923 0.081805 -0.340978 -0.4 -0.1 -0.1 -0.8928
F 0.053938 1.383808 6.584712 -0.1 0.1 -0.1 -0.2547
C -0.691123 2.141715 5.750650 0.0 0.1 0.2 0.7451
F -0.161328 3.387451 5.796544 -0.1 -0.1 0.0 -0.2757
F -1.921791 2.224783 6.305466 0.2 0.0 0.0 -0.2914
C -0.727406 1.603087 4.355623 0.0 0.0 -0.1 0.4704
C 0.351005 1.810810 3.509478 -0.1 0.0 0.0 -1.1598
C 0.258539 1.336841 2.206009 0.2 0.0 0.0 -0.4667
N -0.801869 0.686240 1.752119 -0.2 -0.1 0.0 0.7280
C -1.804240 0.447418 2.585806 0.0 0.0 0.0 -0.2933
C -1.829383 0.895947 3.896771 0.1 0.1 0.1 -1.1496
H 1.234271 2.334951 3.848076 0.0 0.0 0.0 0.4081
H 1.068017 1.463267 1.493605 0.0 -0.1 0.0 0.4428
H -2.617782 -0.144858 2.180776 0.0 0.0 0.0 0.6853
H -2.672316 0.699510 4.544751 0.0 0.0 0.0 0.4634
```
Positions in Å, forces in eV/Å.

Calculated values
2S+1 ... 1
Net charge ... -2
HOMO energy ... -1.30 eV
ΔE to the lowest compared entry with this formula, charge and spin ... 104.3 kcal per mole
LUMO energy ... 3.18 eV